(1)
Molecular formula: C19H16Co2NO7
Method: DFT, the ωB97M-V functional and the def2-TZVPD basis

Positions of all 45 atoms, in Å:
O -2.278 -4.355 1.262
C -1.519 -3.633 0.765
Co -0.301 -2.616 0.029
C 1.271 -3.084 0.625
O 2.311 -3.320 1.079
C -0.134 -2.929 -1.705
O 0.075 -3.229 -2.802
C -0.393 -0.833 1.060
C 0.036 -0.874 2.446
C -0.485 -1.794 3.386
C 0.211 -2.034 4.572
C 1.371 -1.305 4.865
C 1.756 -0.245 4.040
C 1.038 0.028 2.876
C 0.071 0.031 0.019
C 1.211 0.454 -0.539
Co -1.683 -0.133 0.063
C -3.160 -0.878 0.802
O -4.212 -1.210 1.135
C -2.027 -0.488 -1.662
O -2.454 -0.578 -2.730
C -2.061 1.583 0.195
O -2.283 2.716 0.217
H -1.408 -2.334 3.151
H -0.146 -2.809 5.255
H 1.954 -1.543 5.754
H 2.625 0.373 4.277
H 1.286 0.894 2.254
H 1.179 0.860 -1.552
H 2.178 0.341 -0.040
C 4.977 3.142 -3.168
C 4.263 2.331 -2.099
N 2.871 2.749 -2.070
C 2.130 2.745 -3.321
C 2.928 3.540 -4.341
O 4.272 3.077 -4.401
H 5.062 4.180 -2.797
H 5.959 2.703 -3.392
H 4.382 1.252 -2.306
H 4.686 2.555 -1.115
H 2.363 2.290 -1.326
H 1.944 1.725 -3.704
H 1.167 3.233 -3.131
H 2.536 3.370 -5.353
H 2.873 4.606 -4.050

Calculated values
Kohn-Sham gap, Eh: 0.250
Max |F|, eV/A: 4.66
Molecular weight, g/mol: 488.20
Charge: -1


(2)
Molecular formula: C26H36N6O2
Method: DFT, the ωB97M-V functional and the def2-TZVPD basis

Positions of all 70 atoms, in Å:
C -3.616 -4.864 0.787
C -4.013 -3.495 1.335
N -3.053 -2.482 0.928
C -2.930 -1.355 1.829
C -4.096 -0.363 1.728
N -4.169 0.125 0.366
C -5.084 1.233 0.177
C -4.662 2.068 -1.044
N -3.252 2.360 -0.985
C -2.781 3.483 -0.406
O -3.466 4.449 -0.132
C -1.281 3.417 -0.157
C -0.978 2.393 0.956
C 0.312 1.665 0.692
C 1.497 1.953 1.303
C 1.662 3.064 2.292
C 2.615 1.140 0.971
C 3.972 1.035 1.393
C 4.721 1.825 2.405
N 4.570 0.063 0.748
N 3.676 -0.489 -0.106
C 4.147 -1.447 -1.026
C 4.038 -1.222 -2.393
C 4.534 -2.161 -3.280
C 5.154 -3.306 -2.809
C 5.293 -3.508 -1.446
C 4.793 -2.581 -0.550
C 2.474 0.125 0.014
N 1.292 -0.177 -0.574
C 1.102 -1.349 -1.400
C 0.170 0.604 -0.288
O -0.884 0.354 -0.867
C -4.401 -0.981 -0.542
C -3.242 -1.977 -0.421
H -4.274 -5.630 1.189
H -3.684 -4.887 -0.298
H -2.592 -5.090 1.071
H -4.004 -3.542 2.427
H -5.043 -3.265 1.021
H -2.833 -1.720 2.854
H -2.010 -0.829 1.557
H -3.915 0.481 2.399
H -5.036 -0.856 2.042
H -5.023 1.874 1.060
H -6.133 0.905 0.062
H -5.202 3.017 -1.040
H -4.877 1.537 -1.975
H -2.634 1.556 -1.035
H -0.915 4.407 0.114
H -0.796 3.105 -1.083
H -0.968 2.883 1.927
H -1.773 1.644 0.971
H 1.589 2.674 3.308
H 2.638 3.525 2.176
H 0.902 3.828 2.161
H 4.862 2.851 2.067
H 5.698 1.369 2.545
H 4.189 1.841 3.354
H 3.588 -0.309 -2.753
H 4.447 -1.989 -4.343
H 5.542 -4.033 -3.506
H 5.792 -4.392 -1.078
H 4.901 -2.717 0.514
H 1.443 -1.181 -2.422
H 1.634 -2.198 -0.974
H 0.031 -1.554 -1.421
H -4.434 -0.605 -1.565
H -5.367 -1.478 -0.329
H -3.393 -2.814 -1.103
H -2.326 -1.450 -0.700

Calculated values
Kohn-Sham gap, Eh: 0.310
Max |F|, eV/A: 0.96
Molecular weight, g/mol: 464.61
Structure (SMILES): CCN1CCN(CCNC(=O)CCc2c(C)c3c(C)nn(-c4ccccc4)c3n(C)c2=O)CC1
Energy above the lowest of the compared OMol25 structures with the same formula, charge and spin, kJ/mol: 23.6


(3)
Molecular formula: C4H9NO2
Method: DFT, the ωB97M-V functional and the def2-TZVPD basis

Positions of all 16 atoms, in Å:
C 1.513 -0.042 -1.174
N 1.756 0.417 0.204
C 1.107 0.814 1.314
O -0.221 0.980 1.311
C -1.200 0.782 0.277
C -1.731 -0.639 0.366
O -0.714 -1.606 0.214
H 1.599 -1.130 -1.236
H 0.536 0.233 -1.548
H 2.265 0.412 -1.825
H 2.738 0.355 0.433
H -1.999 1.495 0.503
H -0.813 1.025 -0.712
H -2.249 -0.760 1.328
H -2.459 -0.815 -0.434
H -0.128 -1.521 0.980

Calculated values
Kohn-Sham gap, Eh: 0.334
Max |F|, eV/A: 0.44
Molecular weight, g/mol: 103.12
Energy above the lowest of the compared OMol25 structures with the same formula, charge and spin, kJ/mol: 356.9


Q: The highest Kohn-Sham gap belongs to which entry?
A: C4H9NO2